98
Properties=species:S:1:pos:R:3:forces:R:3:mulliken_charge:R:1 method="wB97M-V/def2-TZVPD" homo_ev=-4.860 energy_ha=-2575.8346 total_charge=-1 e_lumo_ev=1.966 spin_multiplicity=1
N 0.0826 6.6455 -2.1480 -1.07 0.50 -0.07 1.0098
H 3.0984 -0.9544 2.9338 -0.04 -0.01 0.15 0.1532
H -0.7305 -7.4954 -6.1490 0.02 -0.03 0.03 0.3447
C -0.8210 -5.0872 -0.9129 0.10 0.03 0.04 -0.7359
O 2.6772 5.3979 -3.1352 -0.10 0.19 -0.10 -0.2916
H 1.7483 -6.5752 -6.8827 -0.02 -0.02 -0.02 0.3285
C -1.5741 -6.7979 -4.3117 -0.10 0.10 0.00 -0.2004
C -0.1332 7.2876 -3.3745 0.01 -0.19 0.05 0.3320
O -4.1529 -0.9420 3.0277 0.16 0.04 -0.08 -0.2820
H 0.1204 -2.3037 6.1794 -0.03 0.01 -0.02 0.3201
C -1.7631 -0.6812 0.1109 0.09 -0.15 -0.05 -0.6738
C 1.1569 -1.3366 3.7956 -0.04 -0.18 0.07 -0.1623
H -3.1375 -0.2115 4.6831 0.01 0.00 0.00 0.3556
H 4.4532 1.9380 3.3065 -0.02 -0.03 -0.02 0.3394
H -1.8680 5.5045 1.0498 -0.08 -0.24 0.13 0.1959
O 3.0487 7.5366 -3.5957 0.08 -0.17 0.03 -0.5837
C -0.3310 -7.3323 -1.4926 0.10 0.04 0.13 -0.5534
C -0.6585 -6.6151 -5.4996 0.03 0.12 -0.13 -0.5499
C 1.9365 4.5787 -2.1951 -0.12 -0.29 0.03 -0.5325
H -4.4480 0.0999 0.5526 0.07 -0.10 0.10 0.1251
O 0.2494 4.2170 0.2492 -0.18 0.29 0.30 -0.5545
H 2.2466 2.4459 4.2081 -0.03 -0.01 0.03 0.3940
H 2.5897 -7.0041 -5.3794 0.01 0.03 -0.02 0.2314
H -2.5429 -2.5301 -1.7980 -0.01 0.03 -0.06 0.2352
H 3.7060 7.8489 -1.1739 0.12 -0.05 -0.03 0.2745
F -1.3196 7.9666 -0.8591 0.12 0.05 0.03 -0.2302
H 0.9263 4.8286 0.5553 0.20 -0.16 -0.21 0.2316
H -1.0129 -5.7431 -6.0657 -0.02 -0.06 -0.07 0.3660
N 0.5948 4.3845 -2.6326 0.40 0.15 0.58 -0.3019
H 2.4468 3.6151 -2.1540 0.01 0.05 -0.10 0.4470
F -0.4223 8.5996 -3.1596 0.28 -0.03 -0.10 -0.3364
C -1.8043 5.0736 -2.8548 0.19 0.23 0.26 0.4381
H 2.2150 0.9382 5.1266 0.08 -0.11 -0.04 0.1128
O -1.8792 4.0139 -3.4808 -0.21 -0.52 0.07 -0.7858
H 4.4143 2.0947 5.0758 0.03 0.06 -0.06 0.3993
H -1.7533 -0.0397 -0.7771 -0.01 0.02 0.01 0.4445
H 5.6318 0.2592 2.5332 0.00 0.00 0.00 0.3492
H 0.1644 -0.8705 3.7769 0.01 0.02 0.01 0.0412
C -3.7561 -1.0612 4.3703 -0.05 -0.04 0.01 -0.7892
H -1.5195 -5.9348 -3.6452 0.13 -0.03 0.00 0.0381
H -0.2836 -9.2026 -2.4602 0.03 -0.01 -0.02 0.3941
O -0.0984 -5.9625 -1.7495 -0.16 -0.01 -0.17 -0.3106
O -1.3970 -8.0160 -3.6104 -0.06 -0.09 -0.03 -0.4434
H -0.7608 -4.0939 -1.3537 0.04 0.01 0.03 0.1319
H 1.3744 -8.1088 -6.0562 0.00 0.00 0.00 0.3511
C 3.1034 6.6350 -2.8019 0.08 -0.08 -0.01 0.7988
H -4.2146 -2.3991 -1.2077 0.02 -0.04 0.02 0.2358
O -2.5837 6.0156 -2.6887 -0.06 0.27 -0.32 -0.6907
H -2.5251 4.1750 0.3883 -0.11 0.03 -0.13 0.1775
C -4.6854 0.3275 2.6885 -0.15 -0.04 0.08 -0.6206
H -4.7465 1.7368 1.1291 -0.01 -0.01 -0.03 0.4114
H -0.0690 -0.5523 5.9157 0.00 0.00 0.00 0.3244
N -2.0563 5.0476 0.1596 0.10 0.13 -0.06 -0.5061
C 2.5954 1.4101 4.2176 -0.03 0.07 0.10 -0.3659
H 0.3247 3.4170 -2.5399 -0.20 0.04 -0.43 0.3382
H 1.7193 -0.7187 1.8592 0.01 -0.04 0.00 0.4609
H -4.6162 -1.1358 5.0474 0.00 0.04 0.01 0.3292
H -0.9019 0.7378 1.4040 0.00 0.01 0.01 0.5178
H -1.9226 -0.4252 2.2495 -0.10 -0.10 -0.10 -0.2303
C -3.2569 -1.8842 -1.2732 0.06 -0.09 -0.01 -0.7868
O 1.6581 -1.3840 5.1208 0.01 0.23 0.01 -0.3423
H -5.7810 0.2568 2.6505 0.00 0.07 0.05 0.3949
H -0.3971 -5.0499 0.0970 -0.05 -0.02 0.02 0.4092
O -2.8389 1.1892 1.3098 0.01 0.17 0.01 -0.3296
C 1.6366 -7.0554 -5.9036 0.01 0.08 -0.05 -0.7785
O 0.6829 -6.3988 -5.1044 -0.01 -0.17 0.17 -0.2954
C -0.1173 7.4316 -0.9882 0.28 -0.05 -0.12 0.3192
O -0.0023 6.8419 -4.4540 -0.22 0.07 0.14 -0.4370
H 6.0259 -1.1097 3.5927 0.02 0.00 0.03 0.2288
O 2.0417 0.8374 3.0508 -0.10 0.08 -0.11 -0.2325
H -3.3909 -0.9669 -1.8559 0.01 0.01 0.02 0.3892
H 0.4422 -7.7110 -0.8085 -0.07 -0.03 0.06 0.3765
C 3.8052 6.8064 -1.4709 -0.28 0.18 0.18 -0.9186
C 4.1051 1.4640 4.2309 0.13 0.06 0.10 -0.5830
O 4.6812 0.1780 4.3768 -0.15 -0.08 -0.12 -0.3203
C -1.8434 0.1851 1.3448 0.16 0.03 0.13 -0.0505
H -3.1651 -1.9729 4.4555 -0.03 -0.02 0.01 0.2177
C 5.8137 -0.0417 3.5708 0.05 0.01 0.06 -0.7626
B -0.7672 4.8421 -0.4909 0.26 -0.11 0.02 0.6110
C 2.0779 -0.5663 2.8803 0.09 -0.02 -0.13 -0.5887
C 0.6577 -1.3499 6.1093 0.01 -0.09 0.01 -0.7409
H -4.4179 1.0690 3.4500 0.04 0.00 0.00 0.3507
H 6.6915 0.4991 3.9445 -0.01 0.02 -0.02 0.3255
C -4.2015 0.8137 1.3418 -0.07 0.02 -0.09 -0.3314
C -0.4399 5.2468 -2.0367 0.60 -0.37 -0.19 -0.0401
C -0.2721 -8.1521 -2.7610 0.09 -0.08 0.02 -0.3234
O 0.7114 7.5850 -0.1434 -0.20 -0.17 0.13 -0.5383
H -1.8754 -5.3771 -0.8466 0.00 0.01 0.02 0.3537
H -1.3082 -7.4755 -1.0160 -0.02 0.01 -0.03 0.3290
H -0.8121 -1.2328 0.1489 0.04 0.07 -0.08 0.3137
H 4.8593 6.5573 -1.6022 -0.01 0.02 -0.08 0.3345
H -2.5917 -6.8508 -4.7069 -0.01 0.03 0.03 0.3967
O -2.8313 -1.6107 0.0417 -0.16 0.17 0.04 -0.2379
H 2.0042 5.0343 -1.2134 0.04 0.17 0.06 -0.0405
H 1.0616 -2.3629 3.4145 -0.08 0.03 -0.07 0.4200
H 0.6635 -7.9636 -3.2928 -0.04 0.12 0.01 0.1383
H 3.4073 6.1859 -0.6735 0.03 -0.04 -0.02 0.2700
H 1.1470 -1.1533 7.0623 0.00 -0.04 0.00 0.2520